A 2-piece molecular cluster, C9H14 overall at a distorted geometry, computed with ωB97M-V/def2-TZVPD.

XYZ file:
```
23
Properties=species:S:1:pos:R:3:forces:R:3
C 0.015 1.699 2.498 0.8 1.1 -2.5
C -0.989 -1.000 -2.881 -0.5 0.3 -0.1
C 0.572 0.138 -1.268 1.0 -0.5 2.8
C -1.015 2.188 1.364 2.6 -5.4 -1.9
C 1.388 0.119 -0.120 2.2 0.2 1.4
C -0.188 -0.965 -1.577 -1.1 0.2 0.0
C -0.235 -2.026 -0.663 -0.7 -2.6 -1.7
C 1.577 -1.131 0.532 -2.8 1.6 -1.5
C 0.657 -2.149 0.394 0.1 -0.5 -0.6
H -0.923 3.167 1.315 -0.4 4.8 -0.2
H -1.998 1.781 1.539 -0.3 0.3 0.3
H -1.846 -1.661 -2.704 0.3 -0.2 -0.4
H 0.429 1.022 -1.770 -0.1 1.9 -1.4
H 2.294 -1.216 1.225 2.6 -0.1 2.7
H -0.749 1.819 0.240 -0.3 0.6 2.8
H -0.599 1.678 3.322 -0.9 -0.6 2.4
H -0.791 -3.001 -0.975 0.5 2.0 0.7
H 0.927 2.301 2.771 -1.2 0.4 -0.7
H 2.036 1.022 0.460 -2.0 -2.2 -2.5
H -0.270 -1.428 -3.587 -0.6 -0.1 -0.4
H 0.505 0.785 2.248 -0.5 -1.1 0.1
H 0.669 -3.077 1.012 0.1 1.0 -0.6
H -1.464 -0.063 -3.372 1.3 -1.1 1.3
```
Positions in Å, forces in eV/Å.

## Properties
- SMILES: Cc1ccccc1.CC
- Spin multiplicity: 1
- HOMO: -8.898 eV
- Energy relative to the best compared isomer or geometry (same formula, charge and spin): 241.4 kJ/mol
- E_LUMO: 1.0386 eV
- Molar mass: 122.21 g mol⁻¹
- Energy: -9557.6796 eV